Below is a 2-piece molecular cluster, C3H6ClNO overall in a non-equilibrium geometry, with properties calculated with ωB97M-V/def2-TZVPD.

Computed properties:
Orbital gap (alpha / beta) = 7.57 / 8.82 eV
Lowest unoccupied orbital energy (alpha / beta) = -0.0197 / -0.0194 Ha
E_HOMO (alpha / beta) = -8.111 / -9.354 eV
Relative energy (zero: lowest compared OMol25 entry of this formula, charge and spin) = 421.1 kJ/mol
Net charge = 0

Each atom is followed by the atoms it is bonded to, with distances in Å.
CARTESIAN COORDINATES (ANGSTROEM)
1 Cl -1.759 1.488 0.291  C6 1.725
2 O 0.825 -1.230 -0.485  C5 1.318, H8 0.956
3 N -1.843 -0.897 -0.759  C6 1.242, H7 0.981
4 C 1.383 0.853 0.203  C5 1.451, H9 1.171, H10 1.086, H11 1.068
5 C 0.322 -0.118 0.014  O2 1.318, C4 1.451, C6 1.475
6 C -1.135 -0.042 -0.202  Cl1 1.725, N3 1.242, C5 1.475
7 H -2.812 -0.745 -0.752  N3 0.981
8 H -0.009 -1.613 -0.755  O2 0.956
9 H 1.662 1.142 -0.897  C4 1.171
10 H 2.232 0.283 0.570  C4 1.086
11 H 1.175 1.703 0.816  C4 1.068
12 H -0.041 -0.824 1.955  no bonds